Density functional theory data (ωB97M-V with the def2-TZVPD basis set) for C6H13NS in the gas phase at a distorted geometry.

Values from the calculation:
E_HOMO (spin up / spin down): -0.26044 / -0.27717 Ha
gap between HOMO and LUMO (spin up / spin down): 7.44 / 8.21 eV
DFT total energy: -689.20122 hartree
relative energy (zero: lowest compared OMol25 entry of this formula, charge and spin): 4.157 eV
LUMO level (spin up / spin down): 0.35 / 0.66 eV
maximum force: 4.2 eV/Å

Element x y z (Å)
C -0.267 0.647 -0.069
C 0.623 -0.600 -0.104
C -1.173 0.726 -1.304
C 0.338 2.002 0.241
C 0.223 -1.837 -0.701
C 1.852 -0.657 0.744
N -0.912 0.360 1.195
S -2.230 -0.580 1.228
H -2.159 0.475 -1.192
H -0.848 -0.033 -2.091
H -1.059 1.782 -1.754
H 0.994 2.422 -0.472
H 1.028 1.765 1.031
H -0.487 2.601 0.493
H 0.122 -1.861 -1.859
H -0.936 -2.105 -0.456
H 0.852 -2.631 -0.292
H 1.800 -1.542 1.411
H 1.885 0.230 1.297
H 2.731 -0.827 0.055
H -2.378 -0.335 2.599

=====

Density functional theory data (ωB97M-V with the def2-TZVPD basis set) for 2 unconnected molecules or ions with the total composition C6H13NS.

Values from the calculation:
E_HOMO (spin up / spin down): -0.31279 / -0.31250 Ha
SMILES: CC(C)=C(C)C.N=S
gap between HOMO and LUMO (spin up / spin down): 7.37 / 7.37 eV
DFT total energy: -689.26569 hartree
relative energy (zero: lowest compared OMol25 entry of this formula, charge and spin): 2.402 eV
LUMO level (spin up / spin down): -1.14 / -1.14 eV
maximum force: 0.6 eV/Å

Element x y z (Å)
C -0.330 0.606 -0.356
C -0.651 -0.637 0.013
C -0.569 1.770 0.569
C 0.239 1.000 -1.688
C -1.154 -0.921 1.406
C -0.576 -1.838 -0.883
N 3.230 0.347 1.125
S 3.553 -0.327 -0.226
H -1.628 1.836 0.825
H -0.272 2.702 0.094
H -0.011 1.670 1.501
H 0.689 0.174 -2.228
H 1.005 1.759 -1.536
H -0.537 1.437 -2.319
H -0.463 -0.526 2.150
H -1.249 -1.992 1.566
H -2.123 -0.455 1.588
H -0.112 -2.677 -0.367
H -0.014 -1.646 -1.791
H -1.587 -2.140 -1.166
H 2.560 -0.142 1.721

=====

Density functional theory data (ωB97M-V with the def2-TZVPD basis set) for 2 unconnected molecules or ions with the total composition C6H13NSi2 at a distorted geometry.

Values from the calculation:
E_HOMO (spin up / spin down): -0.28204 / -0.27730 Ha
gap between HOMO and LUMO (spin up / spin down): 6.76 / 6.68 eV
DFT total energy: -870.04510 hartree
relative energy (zero: lowest compared OMol25 entry of this formula, charge and spin): 1.954 eV
LUMO level (spin up / spin down): -0.92 / -0.86 eV
maximum force: 1.9 eV/Å

Element x y z (Å)
C -2.001 -0.397 1.277
C -1.877 1.011 1.183
C -1.237 -0.935 0.284
C -1.042 1.275 0.138
C -1.014 -2.373 -0.036
C -0.555 2.585 -0.370
N -0.651 0.084 -0.435
Si 3.281 0.073 0.852
Si 0.578 -0.093 -1.672
H -2.587 -0.940 1.993
H -2.339 1.733 1.832
H -1.485 -2.645 -0.985
H 0.054 -2.598 -0.107
H -1.450 -2.986 0.750
H 0.535 2.602 -0.391
H -0.918 2.775 -1.383
H -0.908 3.385 0.275
H 2.705 0.883 1.916
H 4.358 0.745 0.137
H 3.638 -1.271 1.280
H 0.537 1.053 -2.573
H 0.322 -1.338 -2.392

=====

Density functional theory data (ωB97M-V with the def2-TZVPD basis set) for 2 unconnected molecules or ions with the total composition C6H13O2 at a distorted geometry.

Values from the calculation:
E_HOMO: -0.09556 Ha
gap between HOMO and LUMO: 6.19 eV
DFT total energy: -386.85527 hartree
net charge: -1
relative energy (zero: lowest compared OMol25 entry of this formula, charge and spin): 2.837 eV
LUMO level: 3.59 eV
maximum force: 1.8 eV/Å

Element x y z (Å)
C 1.755 -0.304 -1.057
O 2.088 0.634 -1.945
C 0.456 -1.078 -1.299
C -0.177 -1.773 -0.057
C -0.657 -0.756 0.950
C -1.743 -1.007 1.674
C -2.222 -0.110 2.798
H 1.761 0.044 0.030
H 2.540 -1.124 -0.885
H -0.339 -0.388 -1.617
H 0.553 -1.755 -2.143
H -0.947 -2.501 -0.317
H 0.650 -2.367 0.364
H -0.003 0.090 1.069
H -2.260 -1.951 1.539
H -2.490 -0.684 3.687
H -3.019 0.538 2.448
H -1.377 0.504 3.091
H 0.932 2.737 -0.759
H 0.447 3.487 -1.917
O 0.381 3.519 -0.953

=====

Density functional theory data (ωB97M-V with the def2-TZVPD basis set) for 2 unconnected molecules or ions with the total composition C6H13O3 at a distorted geometry.

Values from the calculation:
E_HOMO: -0.15510 Ha
gap between HOMO and LUMO: 7.73 eV
DFT total energy: -462.12915 hartree
net charge: -1
relative energy (zero: lowest compared OMol25 entry of this formula, charge and spin): 1.736 eV
LUMO level: 3.51 eV
maximum force: 4.9 eV/Å

Element x y z (Å)
O 1.458 1.692 1.246
C 2.169 1.298 0.309
O 3.239 1.668 -0.169
C 1.659 -0.149 -0.245
C 0.553 0.053 -1.225
C -0.938 -0.031 -0.351
C -0.992 -1.332 0.474
C -1.810 -0.013 -1.566
H 2.557 -0.710 -0.758
H 1.421 -0.851 0.646
H 0.358 1.108 -1.618
H 0.296 -0.753 -2.023
H -1.055 0.940 0.271
H -1.789 -1.270 1.280
H -0.079 -1.490 1.097
H -1.092 -2.143 -0.118
H -2.631 0.677 -1.420
H -1.443 0.371 -2.525
H -2.228 -0.966 -1.998
H 0.099 1.205 2.289
H 0.350 -0.114 3.166
O -0.103 0.811 3.239

=====

Density functional theory data (ωB97M-V with the def2-TZVPD basis set) for C6H13O3 in the gas phase at a distorted geometry.

Values from the calculation:
E_HOMO (spin up / spin down): -0.22553 / -0.36920 Ha
gap between HOMO and LUMO (spin up / spin down): 6.95 / 10.84 eV
DFT total energy: -461.92368 hartree
relative energy (zero: lowest compared OMol25 entry of this formula, charge and spin): 4.168 eV
LUMO level (spin up / spin down): 0.81 / 0.79 eV
2S+1: 2
maximum force: 2.8 eV/Å

Element x y z (Å)
H 0.788 1.168 0.069
C 1.232 -1.051 0.731
C 2.120 -0.795 1.835
C -0.226 -0.917 0.900
C -0.998 -0.402 -0.364
C -1.698 0.883 0.051
O -0.819 1.952 0.531
O 0.404 1.971 -0.319
O 1.585 -1.153 -0.537
C 2.947 -1.558 -0.799
H 1.713 0.000 2.480
H 2.061 -1.749 2.379
H 3.146 -0.485 1.621
H -0.633 -1.884 1.242
H -0.352 -0.230 1.758
H -0.359 -0.093 -1.216
H -1.653 -1.210 -0.717
H -2.315 1.325 -0.756
H -2.382 0.655 0.916
H 2.936 -2.073 -1.765
H 3.564 -0.658 -0.809
H 3.229 -2.193 0.041

=====

Density functional theory data (ωB97M-V with the def2-TZVPD basis set) for a molecular structure, C6H13O3Pd at a distorted geometry.

Values from the calculation:
E_HOMO (spin up / spin down): -0.40396 / -0.48103 Ha
gap between HOMO and LUMO (spin up / spin down): 6.46 / 7.50 eV
DFT total energy: -589.43482 hartree
net charge: +1
relative energy (zero: lowest compared OMol25 entry of this formula, charge and spin): 2.325 eV
LUMO level (spin up / spin down): -4.53 / -5.59 eV
2S+1: 3
maximum force: 5.8 eV/Å

Element x y z (Å)
C 3.176 1.247 0.680
O 1.889 0.796 0.299
C 1.752 -0.614 0.027
C 0.336 -0.849 -0.436
O -0.242 -1.826 0.415
C -1.639 -1.823 0.239
C -2.199 -0.466 0.630
O -1.457 0.422 -0.223
H 3.090 2.313 0.917
H 3.523 0.690 1.562
H 3.880 1.096 -0.152
H 2.018 -1.167 0.941
H 2.469 -0.863 -0.769
H 0.356 -1.173 -1.488
H -2.070 -2.592 0.891
H -1.836 -1.939 -0.841
H -2.208 -0.309 1.716
H -3.247 -0.370 0.315
Pd 0.073 1.250 0.211
C -2.033 2.138 -0.270
H -2.605 2.279 0.657
H -1.674 3.155 -0.491
H -2.590 1.996 -1.209

=====

Density functional theory data (ωB97M-V with the def2-TZVPD basis set) for a molecular structure, C6H13O4Tl at a distorted geometry.

Values from the calculation:
E_HOMO: -0.29919 Ha
gap between HOMO and LUMO: 8.40 eV
DFT total energy: -709.82302 hartree
relative energy (zero: lowest compared OMol25 entry of this formula, charge and spin): 0.000 eV
LUMO level: 0.26 eV
maximum force: 4.3 eV/Å

Element x y z (Å)
C -1.774 -2.488 -0.025
C -2.231 -1.076 -0.391
O -2.117 -0.214 0.687
H -2.091 -3.219 -0.787
H -0.678 -2.524 0.083
H -2.191 -2.768 0.954
H -3.256 -1.160 -0.814
H -1.597 -0.682 -1.217
O 1.028 0.220 1.283
C 0.134 1.062 0.763
O -0.376 1.896 1.538
O 0.419 1.368 -0.503
C -0.270 2.460 -1.105
H -1.334 2.213 -1.230
H -0.157 3.359 -0.486
H 0.201 2.610 -2.081
C 1.843 -0.621 0.447
H 1.878 -1.576 0.985
H 1.327 -0.782 -0.507
C 3.236 -0.065 0.244
H 3.207 0.899 -0.279
H 3.749 0.063 1.206
H 3.815 -0.772 -0.366
Tl -2.765 1.798 1.600